Entry 1:
110
Properties=species:S:1:pos:R:3:forces:R:3 method="wB97M-V/def2-TZVPD" de_lowest_ev=0.000 orbital_gap_ev=5.955 fmax_ev_per_a=0.23 charge=-1 spin_multiplicity=1
Pd 0.94154 -0.77884 -0.58937 0.0243 -0.0430 0.0139
C 9.78211 3.66216 -0.24634 -0.0017 -0.0019 0.0001
O 8.56419 4.05867 0.34389 -0.0039 -0.0051 -0.0014
C 7.47794 3.25304 0.13841 0.0088 -0.0027 -0.0051
C 7.50335 2.07992 -0.60311 -0.0020 0.0044 -0.0041
C 6.33380 1.33696 -0.74688 0.0123 -0.0069 0.0072
C 5.14238 1.73954 -0.16591 -0.0193 0.0507 0.0146
C 5.13797 2.92459 0.57413 0.0279 -0.0198 -0.0055
C 6.28841 3.67318 0.72825 -0.0159 0.0036 -0.0014
C 3.89185 0.94053 -0.31298 0.0144 -0.0139 -0.0218
C 3.42442 0.26453 0.80589 0.0329 -0.0483 -0.0417
C 4.10194 0.25055 2.07896 -0.0188 0.0552 0.0493
C 3.32924 -0.46066 2.92427 0.0369 -0.0418 0.0041
C 2.18251 -0.90458 2.17094 -0.0181 0.0871 -0.0168
N 2.28020 -0.46784 0.88742 -0.0169 0.0285 -0.0155
C 1.13161 -1.62884 2.71408 -0.0150 -0.0197 0.0182
C 0.03145 -2.07371 1.99498 -0.0576 0.0867 -0.0466
C -1.11253 -2.71655 2.59682 0.0071 -0.0207 0.0328
C -2.01833 -2.89580 1.61689 -0.0399 0.0212 -0.0319
C -1.43784 -2.36199 0.40723 0.0573 -0.0370 -0.0067
C -2.10584 -2.30324 -0.80777 0.0425 -0.0231 -0.0045
C -3.50586 -2.81416 -0.85656 -0.0240 0.0106 0.0030
C -4.55703 -1.90946 -0.89209 -0.0100 -0.0232 0.0442
C -5.88178 -2.33131 -0.86361 0.0039 0.0171 -0.0363
C -6.16295 -3.69011 -0.82222 0.0004 -0.0214 -0.0138
O -7.42651 -4.21283 -0.78848 0.0035 -0.0012 -0.0018
C -8.49905 -3.29535 -0.77210 -0.0058 -0.0020 0.0023
C -5.12049 -4.61330 -0.81377 0.0133 0.0057 0.0124
C -3.80886 -4.17511 -0.82608 -0.0001 0.0264 0.0367
C -1.58844 -1.72491 -1.95996 0.0242 0.0565 0.0069
N -0.39862 -1.07481 -2.07167 -0.0067 -0.0396 0.0191
C -0.29554 -0.65452 -3.36276 0.0332 0.0010 0.0060
C 0.74049 0.10167 -3.89755 -0.0220 -0.0048 -0.0216
C 0.64592 0.50186 -5.33220 -0.0151 0.0151 0.0069
C -0.26060 1.46944 -5.73959 0.0136 -0.0004 -0.0028
C -0.35498 1.86625 -7.07034 -0.0054 -0.0038 -0.0020
C 0.47701 1.28351 -8.01687 0.0016 0.0113 0.0020
O 0.47049 1.59895 -9.34742 -0.0010 -0.0032 0.0043
C -0.45075 2.57983 -9.77210 -0.0013 0.0003 -0.0016
C 1.39335 0.31154 -7.62562 -0.0067 -0.0274 0.0022
C 1.46982 -0.07268 -6.30027 0.0204 0.0168 0.0019
C 1.83889 0.54917 -3.17320 0.0284 0.0110 0.0308
C 2.86360 1.40897 -3.70892 -0.0292 -0.0158 -0.0280
C 3.73328 1.65733 -2.70691 0.0327 -0.0074 0.0515
C 3.25670 0.94255 -1.54941 -0.0494 -0.0051 -0.0467
N 2.10076 0.28948 -1.86003 0.0162 -0.0002 -0.0164
C -1.45383 -1.08346 -4.10574 -0.0176 0.0120 -0.0212
C -2.25795 -1.73093 -3.23620 -0.0069 -0.0502 -0.0024
N -0.18828 -1.89151 0.66668 -0.0221 -0.0666 -0.0309
C 1.13043 -1.84165 4.18850 0.0034 -0.0338 0.0517
C 0.86890 -0.77162 5.03220 -0.0110 0.0423 -0.0078
C 0.84196 -0.92998 6.41400 -0.0070 -0.0117 0.0044
C 1.08048 -2.18307 6.96351 0.0036 0.0014 -0.0135
O 1.07552 -2.44905 8.30580 0.0101 -0.0034 -0.0015
C 0.80967 -1.36871 9.17395 -0.0063 -0.0011 -0.0021
C 1.34362 -3.26621 6.12905 -0.0073 -0.0038 0.0218
C 1.36341 -3.09243 4.75768 0.0187 0.0015 -0.0110
H 10.51216 4.42164 0.02225 -0.0007 -0.0014 -0.0004
H 9.70121 3.60953 -1.33606 -0.0008 0.0004 0.0011
H 10.11521 2.69211 0.13410 -0.0014 -0.0011 -0.0004
H 8.41294 1.72832 -1.06828 0.0033 0.0018 -0.0009
H 6.35585 0.41879 -1.32151 -0.0022 0.0003 -0.0042
H 4.21267 3.25119 1.03284 -0.0041 0.0063 0.0007
H 6.28780 4.59201 1.30011 -0.0013 -0.0001 -0.0009
H 5.04130 0.73580 2.28587 0.0011 -0.0043 -0.0010
H 3.50839 -0.67924 3.96381 -0.0087 -0.0078 0.0025
H -1.20662 -2.95901 3.64229 0.0013 0.0033 -0.0006
H -3.00791 -3.31384 1.69510 -0.0090 -0.0039 0.0032
H -4.33313 -0.85071 -0.92007 0.0122 0.0364 0.0277
H -6.66798 -1.59055 -0.86201 -0.0061 -0.0028 -0.0064
H -9.40785 -3.89109 -0.73571 0.0011 0.0030 0.0009
H -8.50968 -2.67570 -1.67342 -0.0014 -0.0019 -0.0005
H -8.45654 -2.64537 0.10627 0.0004 -0.0015 0.0001
H -5.36038 -5.66840 -0.78522 -0.0010 0.0013 -0.0047
H -3.00078 -4.89624 -0.79897 0.0039 0.0026 -0.0054
H -0.90521 1.92851 -5.00005 -0.0027 0.0018 0.0031
H -1.07232 2.62627 -7.34437 -0.0002 0.0002 -0.0009
H -0.30758 2.68745 -10.84434 -0.0011 0.0009 0.0011
H -0.26506 3.54148 -9.28528 -0.0001 -0.0004 0.0000
H -1.48191 2.27278 -9.57497 0.0017 0.0011 -0.0004
H 2.03187 -0.13369 -8.37753 0.0008 0.0000 -0.0017
H 2.18339 -0.83065 -6.00058 -0.0004 0.0002 0.0014
H 2.88886 1.78376 -4.71864 0.0009 0.0103 -0.0067
H 4.61366 2.27785 -2.73023 0.0027 0.0002 0.0001
H -1.61656 -0.90490 -5.15567 -0.0050 0.0055 -0.0019
H -3.21344 -2.19047 -3.42803 -0.0042 -0.0034 -0.0016
H 0.66697 0.20106 4.59675 -0.0049 0.0022 -0.0265
H 0.62478 -0.07405 7.03634 -0.0009 0.0007 0.0013
H 0.85400 -1.77134 10.18295 0.0000 0.0000 -0.0009
H -0.18400 -0.94765 8.99701 0.0014 0.0016 -0.0017
H 1.55643 -0.57661 9.06823 0.0009 -0.0001 0.0009
H 1.52721 -4.23459 6.57620 -0.0001 -0.0026 0.0022
H 1.56415 -3.93849 4.11111 0.0004 0.0025 0.0004
O -0.25118 1.91745 2.03363 0.0761 0.0360 0.0437
C -1.29723 1.44662 1.54571 0.0251 -0.2003 0.0803
O -1.42623 0.64492 0.59292 -0.1190 0.1940 -0.0425
C -2.61280 1.87417 2.23069 0.0097 -0.0275 0.0006
C -2.60949 2.83434 3.23231 0.0115 0.0174 -0.0106
C -3.78439 3.23647 3.87712 -0.0082 -0.0105 0.0258
C -4.94608 2.62237 3.47904 0.0029 0.0148 -0.0199
O -6.22999 2.82342 3.95330 0.0139 0.0033 0.0031
C -7.05990 1.94397 3.20395 -0.0161 -0.0034 -0.0062
O -6.25343 1.21360 2.29316 0.0146 0.0011 0.0055
C -4.95576 1.66338 2.48849 -0.0237 -0.0025 0.0169
C -3.81345 1.26649 1.84519 0.0197 0.0061 0.0128
H -1.65220 3.26208 3.50031 -0.0050 0.0052 -0.0092
H -3.78494 3.98826 4.65555 0.0003 0.0003 0.0017
H -7.79828 2.53106 2.64747 0.0034 -0.0012 0.0015
H -7.55932 1.24918 3.88692 0.0026 0.0019 -0.0013
H -3.79034 0.51125 1.07445 -0.0112 -0.0425 -0.0656



Entry 2:
117
Properties=species:S:1:pos:R:3:forces:R:3 method="wB97M-V/def2-TZVPD" de_lowest_ev=0.175 orbital_gap_ev=7.964 fmax_ev_per_a=0.69 charge=+2 spin_multiplicity=1
Ga 0.39671 0.14271 -0.50035 -0.3087 0.2415 0.3258
F -1.96120 -1.97742 3.81130 -0.0160 -0.0771 -0.0353
Ge -1.20971 -1.20440 2.40856 -0.3987 -0.3094 0.4676
C 0.16267 -2.59283 2.18343 0.0143 0.2951 -0.3357
C 0.45522 -3.24084 3.38567 -0.0066 0.0117 -0.0676
C 1.13361 -4.44839 3.39536 0.0437 -0.0830 0.0748
C 1.49544 -5.05034 2.19958 0.0207 -0.0542 0.0175
C 1.25332 -4.40022 1.00260 -0.0163 0.1689 -0.0646
C 0.62136 -3.14909 0.98062 0.0572 -0.1262 0.2037
P 0.56364 -2.32416 -0.64141 0.0016 -0.0354 0.2326
C -0.80396 -3.05244 -1.56579 -0.0181 0.0726 -0.0906
C -1.76583 -3.79514 -0.88303 0.0146 0.0082 -0.0330
C -2.80721 -4.38585 -1.58205 -0.0675 -0.0358 -0.0247
C -2.87799 -4.26277 -2.96278 -0.0351 -0.0434 0.0159
C -1.91337 -3.53639 -3.64955 0.0089 0.0410 -0.0390
C -0.88549 -2.91790 -2.95711 -0.0738 0.0474 0.0821
C 2.11100 -2.88392 -1.39446 0.0495 0.1546 -0.0409
C 2.15364 -3.64535 -2.55725 -0.0247 -0.1365 0.0265
C 3.35437 -4.21157 -2.96690 0.0266 -0.0062 -0.0326
C 4.50464 -4.03140 -2.21584 0.0169 -0.0080 -0.0043
C 4.46457 -3.26106 -1.05853 0.0256 -0.0033 0.0423
C 3.27877 -2.67573 -0.65600 0.0002 -0.0291 0.0236
C -0.75125 0.45368 3.34719 0.1989 0.0760 -0.3351
C -1.39842 0.53906 4.58374 0.0691 0.0591 0.0103
C -0.95638 1.41624 5.56153 -0.0193 0.0202 0.0842
C 0.18434 2.17427 5.34849 -0.0056 0.0154 0.0792
C 0.81037 2.12976 4.11636 0.0502 -0.0376 -0.1521
C 0.31511 1.32490 3.08318 -0.1331 -0.0942 0.1495
P 1.14916 1.56642 1.48307 0.1167 -0.2839 0.1742
C 1.12472 3.36304 1.18509 -0.1322 -0.0202 -0.2074
C 1.84716 3.87029 0.10218 -0.1078 0.0600 0.2031
C 1.92834 5.23319 -0.12136 0.0429 0.0361 -0.0497
C 1.29113 6.11509 0.74012 -0.0250 0.0563 -0.0187
C 0.55654 5.62234 1.80670 -0.1158 0.0276 0.0399
C 0.45140 4.25548 2.01879 -0.0585 -0.0239 -0.0395
C 2.85869 1.11958 1.88229 -0.0330 -0.0715 -0.0789
C 3.10029 -0.22247 2.18521 0.0735 0.1011 0.0186
C 4.36880 -0.63287 2.55346 -0.0117 -0.0085 0.0107
C 5.40345 0.29838 2.61668 0.0252 -0.0376 0.0242
C 5.16166 1.63025 2.32210 0.0366 0.0299 -0.0223
C 3.88688 2.04757 1.95358 0.0338 0.0390 -0.0353
C -2.77760 -1.38766 1.24350 0.2089 0.3708 -0.1975
C -3.63711 -2.40685 1.65651 -0.0049 0.0348 -0.0431
C -4.86892 -2.58588 1.04466 -0.0519 -0.0397 -0.0205
C -5.26636 -1.73760 0.02257 -0.0681 -0.0685 0.0348
C -4.41863 -0.73111 -0.40962 0.1026 0.0306 -0.0573
C -3.16656 -0.55175 0.18487 -0.0238 -0.2855 0.0876
P -2.08715 0.75050 -0.47815 -0.0540 -0.0859 -0.1762
C -2.79204 1.04524 -2.12543 0.1047 -0.0151 -0.0653
C -2.59952 0.04053 -3.06859 -0.0862 0.1043 -0.0149
C -3.25961 0.08183 -4.28525 0.0483 -0.0530 -0.0377
C -4.10549 1.14241 -4.57653 -0.0453 0.0038 -0.0514
C -4.29995 2.14965 -3.64201 -0.0306 0.0561 0.0268
C -3.65612 2.10204 -2.41298 0.0385 -0.0502 0.0314
C -2.45475 2.24731 0.46403 0.1373 0.0631 0.0181
C -2.12516 3.49261 -0.08199 0.0189 -0.0888 0.0600
C -2.58490 4.64856 0.52459 0.1023 0.0394 0.0196
C -3.31645 4.57446 1.70366 0.0110 0.0190 0.0460
C -3.59588 3.34190 2.27724 -0.0445 0.0385 0.0619
C -3.18180 2.17595 1.65088 -0.0245 -0.0248 -0.0442
H 0.11340 -2.81561 4.31981 0.0160 -0.0410 -0.0071
H 1.35022 -4.93421 4.33967 -0.0013 0.0274 -0.0607
H 1.98385 -6.01803 2.19635 -0.0424 0.0720 0.0018
H 1.57313 -4.85949 0.07572 0.0290 -0.0026 0.0353
H -1.69293 -3.92731 0.18805 -0.0258 -0.0047 -0.0154
H -3.55560 -4.95937 -1.04837 0.0512 0.0265 -0.0220
H -3.67913 -4.74651 -3.50903 0.0347 0.0338 0.0384
H -1.96050 -3.45323 -4.72931 0.0000 0.0007 0.0633
H -0.15178 -2.33089 -3.49257 -0.0317 0.0256 -0.0253
H 1.25859 -3.85201 -3.12649 0.1068 -0.0034 0.0444
H 3.37882 -4.81095 -3.86861 0.0059 0.0211 0.0461
H 5.43416 -4.49248 -2.52736 -0.0458 0.0219 0.0129
H 5.36254 -3.11378 -0.47021 -0.0448 -0.0044 -0.0374
H 3.25735 -2.07860 0.24949 0.0189 -0.0387 -0.0547
H -2.22560 -0.12145 4.80225 0.0404 0.0722 0.0301
H -1.47709 1.46267 6.51124 0.0436 0.0137 -0.0635
H 0.58502 2.80163 6.13613 -0.0314 -0.0334 -0.0586
H 1.69772 2.72840 3.94542 -0.0425 0.0312 0.0324
H 2.38943 3.21397 -0.54415 0.1899 -0.2269 -0.2548
H 2.50912 5.60565 -0.95722 -0.0436 -0.0374 0.0493
H 1.36251 7.18355 0.57533 0.0158 -0.0531 0.0248
H 0.04956 6.30440 2.48027 0.0190 -0.0583 -0.0606
H -0.16275 3.90043 2.83055 -0.0390 -0.0100 0.0499
H 2.28839 -0.94146 2.15002 -0.0226 -0.0646 0.0136
H 4.55442 -1.67269 2.80211 -0.0208 0.0792 -0.0280
H 6.39874 -0.01935 2.90548 -0.0688 0.0243 -0.0208
H 5.96737 2.35280 2.37489 -0.0583 -0.0419 -0.0014
H 3.70466 3.08898 1.71816 0.0530 -0.0439 0.0316
H -3.34902 -3.05146 2.47658 -0.0590 0.0194 -0.0314
H -5.52329 -3.38191 1.38180 0.0346 0.0538 -0.0303
H -6.23811 -1.85767 -0.44283 0.0747 0.0081 0.0301
H -4.73341 -0.08464 -1.21949 -0.0132 -0.0677 0.0598
H -1.95712 -0.79091 -2.83217 0.0853 -0.1387 -0.0227
H -3.10995 -0.71109 -5.00925 -0.0073 0.0387 0.0486
H -4.62244 1.18010 -5.52819 0.0346 0.0005 0.0540
H -4.97105 2.97152 -3.86151 0.0427 -0.0457 0.0191
H -3.85374 2.86938 -1.67953 -0.0146 0.0298 -0.0175
H -1.54752 3.55217 -0.99660 0.0001 0.0168 0.0006
H -2.36988 5.61019 0.07699 0.0227 -0.0088 0.0213
H -3.67432 5.48201 2.17514 0.0117 -0.0404 -0.0259
H -4.16790 3.28519 3.19602 0.0384 -0.0005 -0.0571
H -3.45856 1.21434 2.06547 0.0014 0.0448 0.0126
F -0.29364 2.92836 -4.48952 -0.1361 0.1130 -0.1268
C 0.35994 1.79881 -4.64788 0.2554 0.0354 0.1915
F -0.43452 0.84717 -5.09071 -0.0554 0.0635 -0.1574
F 1.39193 1.95223 -5.44432 -0.1616 0.0329 -0.1072
S 0.97831 1.25971 -2.96749 0.1707 -0.1505 -0.0223
O 0.26748 1.98425 -1.90265 0.1459 -0.1201 0.0665
O 0.66773 -0.16856 -2.82953 -0.1208 0.1106 0.1095
N 2.48531 1.62119 -3.04568 -0.0965 0.0230 -0.0400
S 3.40617 1.06584 -1.88096 -0.3780 -0.0924 0.3822
O 4.26979 2.04328 -1.32194 -0.0694 -0.0139 0.0220
O 2.57713 0.26372 -0.94031 0.3353 0.3650 -0.3649
C 4.49616 -0.10152 -2.79535 -0.2192 0.1737 0.0252
F 3.73901 -1.01883 -3.38163 0.2086 -0.0533 -0.0132
F 5.33001 -0.64552 -1.93092 0.1244 -0.1163 -0.0546
F 5.15970 0.59576 -3.69760 -0.0191 -0.1512 -0.0126



Q: Which of these has the lowest charge?
A: C56H41N4O8Pd